Record 1
{"formula": "C29H48Cl2F4N2O6S", "method": "ωB97M-V with the def2-TZVPD basis set", "symbols": ["C", "C", "C", "O", "C", "C", "O", "C", "C", "Cl", "C", "C", "Cl", "C", "C", "C", "C", "C", "N", "C", "C", "C", "C", "C", "N", "C", "C", "C", "C", "C", "C", "C", "C", "C", "F", "F", "C", "F", "F", "O", "S", "O", "O", "H", "H", "H", "H", "H", "H", "H", "H", "H", "H", "H", "H", "H", "H", "H", "H", "H", "H", "H", "H", "H", "H", "H", "H", "H", "H", "H", "H", "H", "H", "H", "H", "H", "H", "H", "H", "H", "H", "H", "H", "H", "H", "H", "H", "H", "H", "O", "H", "H"], "coordinates": [[-4.861, 5.411, 3.106], [-3.656, 4.702, 2.312], [-4.258, 3.713, 1.168], [-3.109, 3.235, 0.424], [-3.513, 2.274, -0.603], [-2.224, 1.412, -0.965], [-1.278, 2.487, -1.269], [-1.663, 0.387, 0.175], [-2.742, -0.005, 1.264], [-4.322, -0.780, 0.650], [-2.261, -0.591, 2.688], [-3.159, 0.128, 3.863], [-2.673, -2.366, 2.976], [-0.610, -0.700, -0.407], [0.631, 0.096, -1.115], [1.393, 1.249, -0.344], [2.258, 2.055, -1.485], [2.052, 3.643, -1.412], [2.950, 4.146, -0.307], [0.085, -1.643, 0.666], [1.012, -1.048, 1.817], [2.570, -1.480, 1.568], [3.615, -0.576, 2.389], [4.763, 0.038, 1.431], [5.258, -0.934, 0.403], [-1.198, -1.702, -1.577], [-0.467, -1.814, -2.967], [0.714, -2.818, -3.259], [2.013, -3.069, -2.477], [3.137, -4.084, -2.904], [3.004, -4.897, -4.208], [1.701, -4.679, -5.036], [0.621, -3.688, -4.577], [-1.664, -3.164, -1.135], [-2.559, -3.620, -2.196], [-2.583, -3.197, -0.021], [-0.698, -4.380, -0.905], [-1.177, -5.205, 0.185], [-0.747, -5.268, -2.046], [-2.550, -1.189, -1.954], [-2.660, 0.353, -2.421], [-2.022, 0.822, -3.695], [-4.153, 0.584, -2.668], [-4.682, 5.219, 4.228], [-4.825, 6.526, 2.845], [-5.855, 4.937, 2.791], [-2.985, 4.038, 2.956], [-2.958, 5.437, 1.763], [-4.775, 2.819, 1.659], [-4.934, 4.284, 0.439], [-3.733, 2.934, -1.533], [-4.477, 1.728, -0.382], [-1.556, 2.812, -2.155], [-0.994, 1.102, 0.804], [-3.153, 1.022, 1.634], [-1.210, -0.289, 2.996], [-2.966, 1.266, 3.742], [-4.275, -0.027, 3.689], [-2.793, -0.147, 4.904], [1.441, -0.601, -1.512], [0.221, 0.647, -2.049], [0.767, 2.060, 0.152], [2.187, 0.932, 0.415], [2.079, 1.611, -2.539], [3.385, 1.866, -1.287], [2.420, 4.075, -2.409], [0.942, 3.847, -1.228], [2.540, 4.993, 0.112], [2.950, 3.405, 0.425], [-0.597, -2.400, 1.199], [0.811, -2.302, 0.045], [0.898, 0.072, 2.032], [0.758, -1.558, 2.827], [2.652, -2.573, 1.885], [2.728, -1.412, 0.434], [4.157, -1.277, 3.124], [3.112, 0.227, 3.052], [5.678, 0.299, 2.087], [4.327, 1.005, 0.962], [4.609, -0.848, -0.406], [6.177, -0.666, 0.029], [-0.124, -0.838, -3.485], [-1.295, -2.129, -3.723], [2.199, -2.517, -1.507], [4.063, -4.180, -2.243], [3.807, -5.632, -4.581], [1.559, -5.238, -6.021], [-0.296, -3.574, -5.267], [0.398, -4.224, -0.697], [5.539, -0.144, 4.493], [4.892, 0.151, 5.145], [6.222, -0.577, 5.022]], "lowdin_charge": [-0.12, -0.21, -0.22, -0.20, -0.17, -0.37, -0.03, -0.14, -0.54, 0.64, -0.64, -0.16, 0.58, -0.21, -0.13, -0.18, -0.18, -0.27, -0.03, -0.14, -0.19, -0.19, -0.20, -0.28, -0.03, -0.22, -0.10, -0.14, -0.04, -0.05, -0.07, -0.07, -0.01, -0.21, 0.04, -0.01, -0.14, 0.01, 0.01, -0.23, 0.80, -0.29, -0.32, 0.08, 0.08, 0.08, 0.10, 0.12, 0.13, 0.14, 0.16, 0.11, 0.12, 0.16, 0.09, 0.10, 0.08, 0.08, 0.08, 0.11, 0.11, 0.11, 0.08, 0.12, 0.11, 0.11, 0.10, 0.06, 0.05, 0.09, 0.09, 0.10, 0.12, 0.12, 0.07, 0.09, 0.12, 0.11, 0.09, 0.05, 0.07, 0.14, 0.15, 0.05, 0.09, 0.09, 0.09, 0.11, 0.15, -0.06, 0.05, 0.05], "homo_ev": -9.0257, "lumo_energy_ev": 0.259, "total_charge": 0, "orbital_gap_ev": 9.28, "smiles": "CCCOC[C@@]1(O)[C@@H]([C@@H](Cl)[C@@H](C)Cl)[C@@](CCCCN)(CCCCCN)[C@@](Cc2ccccc2)(C(F)(F)C(F)F)OS1(=O)=O.O"}

---

Record 2
{"formula": "C47H54CsN8OS", "method": "ωB97M-V with the def2-TZVPD basis set", "symbols": ["Cs", "C", "N", "C", "C", "C", "C", "C", "C", "N", "C", "C", "C", "C", "C", "C", "N", "C", "C", "C", "C", "C", "N", "H", "H", "H", "H", "H", "H", "H", "H", "H", "H", "H", "H", "H", "H", "H", "H", "H", "H", "C", "C", "C", "C", "C", "C", "C", "C", "C", "C", "H", "H", "H", "H", "H", "H", "H", "H", "H", "H", "H", "H", "H", "H", "H", "C", "C", "N", "C", "C", "C", "S", "N", "C", "O", "C", "C", "C", "C", "C", "C", "H", "H", "H", "H", "H", "H", "H", "H", "H", "H", "H", "H", "H", "H", "H", "N", "C", "N", "C", "C", "C", "C", "C", "C", "H", "H", "H", "H", "H", "H"], "coordinates": [[-0.185, 0.570, 0.898], [2.564, -1.513, -2.317], [2.727, -0.501, -1.291], [3.094, 0.787, -1.848], [2.100, 1.407, -2.794], [2.548, 2.257, -3.807], [1.616, 2.887, -4.617], [0.268, 2.653, -4.382], [-0.075, 1.791, -3.352], [0.811, 1.180, -2.586], [3.729, -0.887, -0.313], [3.375, -2.069, 0.549], [4.188, -3.198, 0.577], [3.943, -4.191, 1.513], [2.858, -4.029, 2.366], [2.063, -2.906, 2.213], [2.323, -1.933, 1.355], [1.807, -2.705, -1.798], [2.298, -4.001, -1.910], [1.534, -5.051, -1.423], [0.306, -4.764, -0.837], [-0.101, -3.441, -0.785], [0.611, -2.439, -1.272], [3.543, -1.835, -2.731], [1.971, -1.063, -3.119], [4.081, 0.732, -2.356], [3.182, 1.480, -1.006], [3.605, 2.430, -3.962], [1.931, 3.552, -5.412], [-0.496, 3.129, -4.981], [-1.111, 1.581, -3.125], [3.865, -0.042, 0.368], [4.698, -1.087, -0.819], [5.014, -3.293, -0.118], [4.585, -5.059, 1.590], [2.634, -4.752, 3.132], [1.181, -2.767, 2.817], [3.264, -4.187, -2.365], [1.881, -6.073, -1.499], [-0.315, -5.549, -0.433], [-1.050, -3.164, -0.348], [-3.399, -1.352, 2.517], [-2.634, -1.191, 3.677], [-1.764, -2.287, 3.770], [-2.015, -3.154, 2.679], [-3.018, -2.573, 1.904], [-3.646, -3.098, 0.649], [-1.324, -4.463, 2.437], [-0.738, -2.475, 4.845], [-2.697, -0.069, 4.671], [-4.424, -0.413, 1.963], [-3.543, -2.368, -0.158], [-4.717, -3.284, 0.779], [-3.192, -4.038, 0.336], [-0.340, -4.332, 1.974], [-1.917, -5.098, 1.779], [-1.174, -5.010, 3.370], [-0.122, -1.577, 4.954], [-0.082, -3.314, 4.612], [-1.200, -2.672, 5.820], [-1.971, 0.720, 4.441], [-2.482, -0.439, 5.676], [-3.685, 0.393, 4.696], [-4.034, 0.097, 1.075], [-4.706, 0.341, 2.698], [-5.330, -0.946, 1.665], [-3.453, 6.141, 0.077], [-2.824, 5.541, 1.335], [-1.385, 5.596, 1.319], [-0.740, 6.742, 1.909], [-0.477, 6.572, 3.407], [-0.633, 4.551, 0.866], [-1.368, 3.403, -0.110], [0.666, 4.652, 1.118], [1.521, 3.666, 1.332], [1.275, 2.476, 1.578], [2.940, 4.153, 1.363], [3.248, 5.491, 1.581], [4.564, 5.920, 1.555], [5.587, 5.018, 1.307], [5.291, 3.676, 1.129], [3.977, 3.247, 1.172], [-4.535, 6.182, 0.189], [-3.200, 5.516, -0.776], [-3.075, 7.146, -0.102], [-3.117, 4.489, 1.412], [-3.177, 6.074, 2.227], [-1.364, 7.623, 1.723], [0.213, 6.874, 1.391], [-1.409, 6.506, 3.967], [0.102, 7.412, 3.789], [0.089, 5.656, 3.562], [2.446, 6.187, 1.772], [4.801, 6.963, 1.724], [6.615, 5.358, 1.264], [6.090, 2.965, 0.955], [3.733, 2.199, 1.060], [-2.862, -0.651, -3.680], [-2.337, -0.868, -2.435], [-2.754, -0.025, -1.549], [-3.595, 0.832, -2.211], [-4.289, 1.946, -1.754], [-5.069, 2.627, -2.665], [-5.171, 2.222, -3.998], [-4.477, 1.127, -4.476], [-3.684, 0.444, -3.570], [-2.665, -1.173, -4.517], [-1.642, -1.659, -2.233], [-4.186, 2.270, -0.731], [-5.616, 3.502, -2.348], [-5.799, 2.785, -4.674], [-4.548, 0.823, -5.511]], "lowdin_charge": [0.86, -0.13, -0.14, -0.14, -0.27, -0.03, -0.07, -0.05, -0.13, 0.13, -0.14, -0.28, -0.05, -0.07, -0.05, -0.12, 0.13, -0.28, -0.04, -0.06, -0.05, -0.13, 0.13, 0.13, 0.12, 0.13, 0.12, 0.11, 0.10, 0.10, 0.09, 0.12, 0.13, 0.11, 0.10, 0.10, 0.09, 0.11, 0.10, 0.10, 0.10, -0.27, -0.28, -0.28, -0.26, -0.27, -0.08, -0.08, -0.09, -0.07, -0.06, 0.05, 0.07, 0.05, 0.03, 0.06, 0.07, 0.07, 0.04, 0.06, 0.06, 0.06, 0.06, 0.05, 0.06, 0.06, -0.09, -0.27, -0.15, -0.23, -0.07, -0.78, 0.56, 0.08, -0.51, -0.36, -0.12, -0.03, -0.09, -0.11, -0.09, -0.03, 0.07, 0.04, 0.06, 0.08, 0.11, 0.11, 0.10, 0.06, 0.07, 0.07, 0.10, 0.10, 0.09, 0.10, 0.09, 0.12, -0.17, 0.13, -0.25, -0.02, -0.09, -0.11, -0.04, -0.22, 0.15, 0.10, 0.09, 0.10, 0.09, 0.10], "homo_ev": -2.4200, "lumo_energy_ev": 1.757, "total_charge": -1, "orbital_gap_ev": 4.18, "de_lowest_kj_mol": 113.3}

---

Record 3
{"formula": "C8H21N2", "method": "ωB97M-V with the def2-TZVPD basis set", "symbols": ["C", "C", "C", "C", "C", "C", "C", "C", "N", "N", "H", "H", "H", "H", "H", "H", "H", "H", "H", "H", "H", "H", "H", "H", "H", "H", "H", "H", "H", "H", "H"], "coordinates": [[1.699, -1.604, 1.605], [-0.622, 2.468, 0.584], [1.683, 1.567, -0.132], [-2.056, -1.153, -1.291], [0.007, -0.305, -2.137], [0.680, -1.356, 0.508], [0.409, 1.278, 0.800], [-1.060, -0.161, -1.165], [-1.283, -0.195, 1.567], [-0.193, -0.049, 0.598], [2.232, -2.443, 1.067], [2.414, -0.778, 1.733], [1.398, -1.841, 2.585], [-0.498, 3.217, 1.378], [-0.281, 2.715, -0.453], [-1.671, 2.127, 0.778], [2.349, 2.312, 0.335], [1.453, 1.981, -1.079], [2.256, 0.690, -0.201], [-1.720, -2.146, -0.750], [-3.118, -0.908, -1.033], [-2.240, -1.339, -2.347], [0.189, -1.470, -2.206], [1.084, 0.207, -2.021], [-0.333, -0.027, -3.133], [-0.179, -2.201, 0.288], [1.136, -1.364, -0.469], [0.712, 1.296, 1.874], [-1.554, 0.782, -0.970], [-0.860, -0.527, 2.484], [-2.033, -0.770, 1.206]], "nbo_charge": [-0.64, -0.61, -0.62, -0.69, -0.69, -0.25, -0.09, -0.19, -0.67, 0.10, 0.27, 0.23, 0.23, 0.25, 0.23, 0.25, 0.25, 0.23, 0.21, 0.20, 0.24, 0.24, 0.21, 0.23, 0.26, 0.25, 0.25, 0.27, 0.24, 0.40, 0.40], "homo_ev": [-9.8642, -14.8684], "lumo_energy_ev": [-2.508, -7.802], "total_charge": 1, "s2": 2.008, "orbital_gap_ev": [7.36, 7.07], "spin_multiplicity": 3}